Record 1
9
Properties=species:S:1:pos:R:3 method="wB97M-V/def2-TZVPD" de_lowest_kj_mol=531.77 e_lumo_ha="-0.0092 / -0.1063" spin_multiplicity=1
C 2.714 -0.209 -0.004
C 3.912 -0.322 0.010
C 0.087 -0.349 -0.029
C 1.328 0.429 -0.034
C -1.132 -0.713 0.073
H 1.193 1.236 0.743
H 1.495 0.843 -1.146
H -1.875 -0.158 -0.454
H -1.315 -1.757 0.288


Record 2
53
Properties=species:S:1:pos:R:3 method="wB97M-V/def2-TZVPD" e_lumo_ha=-0.0238 spin_multiplicity=1
Sn 0.260 0.143 -0.502
C -3.995 1.038 0.917
C -2.518 0.770 1.054
O -1.917 0.414 -0.014
C -1.909 0.929 2.285
C -0.534 0.771 2.578
C -0.121 1.029 4.002
N 0.393 0.442 1.699
N 1.689 0.446 2.232
C 2.602 0.299 1.322
O 2.362 0.162 0.054
C 4.024 0.311 1.759
C 4.367 0.151 3.101
C 5.697 0.177 3.485
C 6.695 0.365 2.536
C 6.356 0.521 1.200
C 5.025 0.489 0.812
H -4.139 2.041 0.507
H -4.515 0.980 1.871
H -4.425 0.327 0.213
H -2.542 1.206 3.115
H -0.990 1.263 4.611
H 0.594 1.851 4.045
H 0.396 0.160 4.408
H 3.580 0.007 3.827
H 5.959 0.046 4.527
H 7.734 0.385 2.838
H 7.132 0.664 0.459
H 4.747 0.594 -0.228
N -1.097 7.457 -1.110
C -0.992 8.776 -0.724
C -1.587 9.944 -1.192
C -1.237 11.112 -0.548
C -0.327 11.122 0.524
C 0.259 9.961 0.980
C -0.082 8.767 0.342
N 0.347 7.477 0.590
C -0.273 6.736 -0.284
C -0.113 5.280 -0.377
C -0.804 4.504 -1.302
C -0.600 3.139 -1.314
N 0.234 2.534 -0.472
C 0.900 3.270 0.422
C 0.759 4.640 0.499
H -1.674 7.098 -1.848
H -2.288 9.942 -2.016
H -1.674 12.047 -0.874
H -0.085 12.064 0.996
H 0.959 9.961 1.803
H -1.501 4.931 -2.011
H -1.130 2.498 -2.009
H 1.556 2.731 1.095
H 1.308 5.215 1.230


Calculated E_tot, -5240.6842 -42607.6044 eV (same order as the records).